This record from the OMol25 dataset describes a molecular structure, C17H28CuN3O8 in a non-equilibrium geometry. The level of theory is ωB97M-V with the def2-TZVPD basis set.

CARTESIAN COORDINATES (ANGSTROEM)
Cu1 0.17722 0.42523 0.48118
C1 4.34685 -1.17032 -0.65731
C2 3.34904 -0.23914 0.08604
O1 2.05648 -0.29707 -0.33096
H1 5.31824 -1.01597 -0.18443
H2 4.42036 -0.82100 -1.69317
H3 4.01013 -2.20411 -0.70280
H4 3.73116 0.79577 0.18819
H5 3.45983 -0.55307 1.14605
C3 -3.20233 1.72681 2.69564
C4 -1.98567 1.27194 2.15324
C5 -0.73716 1.03360 3.11266
O2 0.31712 0.70697 2.50691
C6 -0.83763 1.29176 4.48484
C7 -2.08115 1.70550 4.98203
C8 -3.30611 1.88511 4.07714
O3 -4.38179 2.34736 4.51904
O4 -2.11685 2.01706 6.19843
O5 -1.84526 0.91621 0.93736
H6 -4.07042 1.74389 2.05425
H7 -0.02484 1.20982 5.18817
C9 -1.72145 0.26827 -2.09495
O6 -0.83305 -0.10521 -1.35696
N1 -2.29555 -0.54325 -3.00304
C10 -3.15672 0.10760 -3.98022
C11 -1.81525 -1.85079 -3.47634
H8 -2.10188 1.29570 -2.08623
H9 -2.62921 0.87750 -4.55719
H10 -3.99958 0.62826 -3.51889
H11 -3.61410 -0.48103 -4.77407
H12 -1.47449 -2.37899 -2.58210
H13 -2.62789 -2.46486 -3.85105
H14 -0.93793 -1.78870 -4.11799
C12 0.07599 -2.84086 1.41591
O7 -0.34790 -1.85658 0.85183
N2 -0.43649 -4.08386 1.22747
C13 -1.32334 -4.45578 0.14077
C14 -0.27652 -5.13686 2.21857
H15 0.88203 -2.74702 2.15641
H16 -1.64961 -3.57847 -0.41773
H17 -2.21086 -4.90544 0.58615
H18 -0.87138 -5.09770 -0.61783
H19 0.02055 -6.03112 1.65614
H20 0.56563 -5.02352 2.89902
H21 -1.18746 -5.42384 2.74495
C15 1.69279 3.52580 -0.00244
O8 0.97768 2.56389 0.23178
N3 2.18430 3.71768 -1.23822
C16 2.89886 4.94970 -1.57970
C17 2.06769 2.72049 -2.28817
H22 2.03792 4.28784 0.70621
H23 2.40033 5.47640 -2.39120
H24 3.92646 4.68897 -1.84037
H25 2.91632 5.54930 -0.67060
H26 1.73683 3.07854 -3.26443
H27 3.09381 2.36909 -2.43701
H28 1.43627 1.91250 -1.93097

Calculated values
LUMO (alpha / beta): 2.1638 / 2.1639 eV
Multiplicity: 2
Net charge: -1
E_HOMO (alpha / beta): -3.588 / -3.577 eV
DFT total energy: -83571.9801 eV
Energy relative to the best compared isomer or geometry (same formula, charge and spin): 0.0 kJ/mol
Gap between HOMO and LUMO (alpha / beta): 5.7516 / 5.7405 eV

---

This record from the OMol25 dataset describes 2 unconnected molecules or ions with the total composition C6H12N2 in a non-equilibrium geometry. The level of theory is ωB97M-V with the def2-TZVPD basis set.

CARTESIAN COORDINATES (ANGSTROEM)
C1 -0.95153 -0.92391 -1.25534
C2 -0.71277 0.51886 -1.49052
C3 -1.17483 1.64880 -0.87665
N1 -0.37803 2.73571 -1.28558
C4 0.46633 2.19312 -2.20334
N2 0.32022 0.90359 -2.36939
H1 -0.00276 -1.43884 -1.35947
H2 -1.50454 -1.52339 -2.00034
H3 -1.51190 -1.32535 -0.39274
H4 -2.04326 1.65715 -0.21733
H5 -0.43216 3.70338 -1.07403
H6 1.16158 2.92855 -2.61781
C5 0.39765 -1.79883 2.63949
C6 1.27198 -0.94395 1.71050
H7 0.33114 -1.35441 3.60658
H8 -0.59756 -1.96865 2.25642
H9 0.77595 -2.84258 2.71484
H10 1.36666 -1.27890 0.67928
H11 2.34157 -0.87648 2.05196
H12 0.87625 -0.01388 1.48347

Calculated values
LUMO: 0.8761 eV
SMILES: Cc1c[nH]cn1.CC
E_HOMO: -8.683 eV
DFT total energy: -9396.0420 eV
Energy relative to the best compared isomer or geometry (same formula, charge and spin): 77.9 kJ/mol
Gap between HOMO and LUMO: 9.5591 eV

---

This record from the OMol25 dataset describes a molecular structure, C6H12N2OPTc in a non-equilibrium geometry. The level of theory is ωB97M-V with the def2-TZVPD basis set.

CARTESIAN COORDINATES (ANGSTROEM)
C1 -1.11155 1.75277 0.43821
C2 -0.41742 2.75331 -0.34977
C3 0.93118 2.80509 0.17723
C4 1.08868 1.77909 1.18241
C5 -0.18052 1.10476 1.29407
Tc1 0.46769 0.87411 -0.71709
P1 -1.25288 0.01138 -2.00212
H1 -2.18374 1.57490 0.39121
H2 -0.85620 3.33853 -1.15930
H3 1.68488 3.54901 -0.05874
H4 -0.42875 0.32318 2.01316
H5 1.95196 1.55944 1.82053
H6 -1.04970 -1.02463 -2.95274
H7 -2.18761 0.72594 -2.81834
H8 -2.21475 -0.77447 -1.30419
N1 -0.22429 -2.49489 1.22396
C6 0.71359 -2.10260 0.34695
N2 1.64314 -2.98030 -0.07063
O1 0.71588 -0.94871 -0.15860
H9 -0.22059 -3.43149 1.59398
H10 -0.90381 -1.81935 1.53629
H11 2.34536 -2.65256 -0.71116
H12 1.68946 -3.92248 0.28466

Calculated values
LUMO (alpha / beta): -2.6604 / -4.2011 eV
Multiplicity: 4
Net charge: +1
E_HOMO (alpha / beta): -9.871 / -11.477 eV
DFT total energy: -22923.4552 eV
Energy relative to the best compared isomer or geometry (same formula, charge and spin): 0.0 kJ/mol
Gap between HOMO and LUMO (alpha / beta): 7.2104 / 7.2763 eV

---

This record from the OMol25 dataset describes C4H10N2O in the gas phase in a non-equilibrium geometry. The level of theory is ωB97M-V with the def2-TZVPD basis set.

CARTESIAN COORDINATES (ANGSTROEM)
C1 0.72170 1.80701 -0.60004
N1 -0.32889 0.74847 -0.54126
C2 -0.44394 0.09046 -1.70536
O1 0.13843 0.29870 -2.79381
C3 -1.09345 0.06576 0.64102
C4 -0.20007 -0.94095 1.40474
N2 0.38140 -2.07349 0.62248
H1 0.68257 2.64184 -1.53079
H2 0.77101 2.44371 0.31474
H3 1.80746 1.47390 -0.54817
H4 -0.83677 -0.95312 -1.56288
H5 -1.82606 -0.45976 0.11967
H6 -1.58792 0.86250 1.18899
H7 -0.88356 -1.60216 1.92231
H8 0.55118 -0.33562 2.02919
H9 1.18286 -2.43403 1.21028
H10 0.96407 -1.63321 -0.17111

Calculated values
LUMO: 0.7226 eV
SMILES: CN(C=O)CCN
E_HOMO: -9.365 eV
DFT total energy: -9335.8887 eV
Energy relative to the best compared isomer or geometry (same formula, charge and spin): 299.0 kJ/mol
Gap between HOMO and LUMO: 10.0876 eV

---

This record from the OMol25 dataset describes 2 unconnected molecules or ions with the total composition C2H9NS2 in a non-equilibrium geometry. The level of theory is ωB97M-V with the def2-TZVPD basis set.

CARTESIAN COORDINATES (ANGSTROEM)
C1 2.67947 0.50109 0.25174
N1 1.74736 1.32686 -0.55770
C2 1.64071 2.70375 0.09610
H1 2.65456 0.39985 1.39304
H2 2.46809 -0.50539 -0.10827
H3 3.72182 0.68286 -0.05756
H4 0.83824 0.92362 -0.54846
H5 0.90725 2.75841 0.93433
H6 1.33834 3.51771 -0.57115
H7 2.65573 2.95562 0.39338
S1 -1.39140 -1.68846 -0.90246
S2 -1.84437 -0.57308 0.85828
H8 -0.19496 -2.11096 -0.43104
H9 -0.76934 -0.95414 1.51945

Calculated values
LUMO: 0.0100 eV
SMILES: CNC.SS
E_HOMO: -8.794 eV
DFT total energy: -25379.2278 eV
Energy relative to the best compared isomer or geometry (same formula, charge and spin): 143.4 kJ/mol
Gap between HOMO and LUMO: 8.8044 eV

---

This record from the OMol25 dataset describes 2 unconnected molecules or ions with the total composition C3H10P2 in a non-equilibrium geometry. The level of theory is ωB97M-V with the def2-TZVPD basis set.

CARTESIAN COORDINATES (ANGSTROEM)
C1 -1.65734 1.10503 0.58478
C2 -1.04410 -1.19881 -0.23666
C3 -0.65930 0.24131 -0.14333
P1 2.57533 -0.37316 -0.96750
P2 1.84950 0.41769 0.89108
H1 -1.79850 0.74505 1.65325
H2 -1.25976 2.06040 0.62913
H3 -2.58583 1.11314 0.13102
H4 -0.38619 -1.76456 -0.89112
H5 -2.13102 -1.17016 -0.40960
H6 -1.10038 -1.62524 0.79902
H7 -0.42664 0.84477 -1.11481
H8 3.97963 -0.29850 -0.69024
H9 2.31048 -1.75499 -0.83904
H10 2.33412 1.65804 0.60401

Calculated values
LUMO (alpha / beta): -0.1440 / -0.1335 eV
E_HOMO (alpha / beta): -7.582 / -7.581 eV
DFT total energy: -21847.2998 eV
Energy relative to the best compared isomer or geometry (same formula, charge and spin): 187.4 kJ/mol
Gap between HOMO and LUMO (alpha / beta): 7.4385 / 7.4479 eV

---

This record from the OMol25 dataset describes a molecular structure, C46H58F6O4PV in a non-equilibrium geometry. The level of theory is ωB97M-V with the def2-TZVPD basis set.

CARTESIAN COORDINATES (ANGSTROEM)
V1 0.22491 1.76825 -2.38928
C1 -0.29079 -0.73095 0.64143
O1 -0.36020 -0.50846 -0.76886
C2 -1.24533 -1.32688 -1.42544
C3 -2.64180 -1.22113 -1.23674
C4 -3.31292 0.10995 -0.96814
C5 -2.78284 1.11317 0.02169
C6 -3.43219 1.28496 1.22634
C7 -3.18286 2.36218 2.08552
C8 -2.24681 3.31341 1.67404
C9 -1.54286 3.17573 0.50114
C10 -0.47235 4.15604 0.09500
C11 0.83108 3.46890 0.43124
C12 1.18163 3.32588 1.76294
C13 2.27819 2.56852 2.16840
C14 3.05016 1.97587 1.16322
C15 2.76330 2.12108 -0.18434
C16 3.64398 1.42149 -1.19775
C17 3.27428 -0.03946 -1.29407
C18 4.06435 -1.04375 -0.77688
C19 3.72968 -2.39760 -0.91610
C20 2.55937 -2.70957 -1.62021
C21 1.73778 -1.74684 -2.15791
C22 0.56809 -2.12107 -3.02131
C23 -0.75896 -2.29910 -2.32785
C24 -1.56378 -3.38305 -2.60667
C25 -2.85074 -3.50481 -2.05455
C26 -3.41504 -2.32434 -1.53366
C27 -3.57699 -4.81160 -2.00332
C28 -4.12090 -5.03330 -0.58014
C29 -4.80560 -4.74941 -2.95856
C30 -2.69921 -5.98953 -2.40939
C31 2.07050 -0.38127 -1.96578
O2 1.29113 0.57512 -2.35895
C32 4.59844 -3.51140 -0.39338
C33 3.77872 -4.33292 0.63032
C34 4.99662 -4.43636 -1.55444
C35 5.86055 -3.02106 0.31355
C36 1.63398 2.87626 -0.55686
O3 1.32328 3.12057 -1.89901
C37 1.90894 4.26386 -2.52229
C38 2.62216 2.37562 3.62758
C39 2.79610 0.87946 3.93537
C40 3.94480 3.10814 3.91149
C41 1.54944 2.93019 4.56693
C42 -1.76323 2.04312 -0.32906
O4 -1.00193 1.92624 -1.36943
C43 -3.95127 2.49048 3.37272
C44 -5.45812 2.42535 3.08368
C45 -3.65504 3.79019 4.12321
C46 -3.54317 1.31485 4.29012
H1 0.20562 -1.68803 0.84055
H2 -1.28158 -0.72680 1.10204
H3 0.31621 0.07999 1.05149
H4 -4.35314 -0.09141 -0.70327
H5 -3.32951 0.61552 -1.94765
H6 -4.20227 0.57783 1.49583
H7 -2.07200 4.19743 2.26470
H8 -0.57615 5.07547 0.67094
H9 -0.56122 4.40776 -0.96712
H10 0.57117 3.81459 2.50113
H11 3.91542 1.39021 1.43124
H12 4.68546 1.50698 -0.88501
H13 3.55104 1.87640 -2.19065
H14 4.98601 -0.77027 -0.28544
H15 2.29552 -3.74227 -1.78236
H16 0.81301 -3.03735 -3.56229
H17 0.41200 -1.32455 -3.76478
H18 -1.17917 -4.17591 -3.22559
H19 -4.47886 -2.26728 -1.36687
H20 -4.82816 -4.26529 -0.28146
H21 -3.29694 -5.03405 0.13203
H22 -4.62583 -5.99344 -0.53144
H23 -5.51354 -3.98656 -2.65538
H24 -5.30272 -5.71463 -2.92913
H25 -4.47782 -4.54550 -3.97288
H26 -1.77663 -6.00477 -1.83108
H27 -2.44766 -5.96032 -3.46666
H28 -3.22279 -6.92124 -2.22087
H29 2.86635 -4.72446 0.18954
H30 3.51843 -3.71011 1.48325
H31 4.37642 -5.17046 0.98061
H32 4.14504 -4.93725 -2.00338
H33 5.66973 -5.20329 -1.18508
H34 5.50694 -3.87787 -2.33501
H35 5.62209 -2.38938 1.16568
H36 6.51199 -2.47941 -0.36966
H37 6.42188 -3.87549 0.68300
H38 2.14011 5.02424 -1.77077
H39 1.19711 4.67851 -3.24173
H40 2.82530 3.98785 -3.05593
H41 3.61853 0.44151 3.37842
H42 1.88309 0.33130 3.71011
H43 3.01318 0.75532 4.99273
H44 4.76268 2.70772 3.31974
H45 4.19559 2.99164 4.96283
H46 3.85254 4.16983 3.69766
H47 0.58376 2.46606 4.38095
H48 1.46294 4.00946 4.48175
H49 1.82653 2.71393 5.59444
H50 -5.74268 3.19873 2.37271
H51 -6.00491 2.58586 4.00879
H52 -5.76715 1.46289 2.68321
H53 -3.91860 4.65639 3.51936
H54 -2.61083 3.85008 4.41997
H55 -4.25670 3.82980 5.02746
H56 -3.72011 0.35370 3.81320
H57 -4.12808 1.35620 5.20536
H58 -2.48935 1.38847 4.55065
F1 -0.81111 1.10721 -3.75021
P1 -0.78382 2.59091 -5.00150
F2 -0.92533 3.46560 -3.56622
F3 0.83909 2.51593 -4.59453
F4 -2.33821 2.43932 -4.98708
F5 -0.54893 1.47967 -6.06904
F6 -0.62555 3.85605 -5.85686

Calculated values
LUMO (alpha / beta): -10.9563 / -11.4385 eV
Multiplicity: 2
Net charge: +3
E_HOMO (alpha / beta): -16.346 / -16.343 eV
DFT total energy: -108092.8443 eV
Gap between HOMO and LUMO (alpha / beta): 5.3894 / 4.9043 eV